# 1
An isolated ion of composition C4H3O4 and charge -1, computed with ωB97M-V/def2-TZVPD.

Element x y z (Å)
C (1.696, -1.303, -0.164)
C (1.883, 1.088, 0.046)
C (-0.780, 0.867, 0.419)
C (0.551, 1.025, -0.214)
O (2.749, 1.909, -0.019)
O (1.981, -2.452, -0.081)
O (2.460, -0.352, 0.338)
O (-0.409, 2.135, -0.135)
H (0.991, -0.816, -0.900)
H (-1.616, 0.453, -0.123)
H (-1.100, 0.795, 1.460)

Values from the calculation:
LUMO energy	4.0	eV
DFT total energy	-455.13428	Ha
structure (SMILES)	O=CO/C([O-])=C1\CO1
2S+1	1
charge	-1

***

# 2
C4H18B2KO2 as an isolated structure, computed with ωB97M-V/def2-TZVPD.

Element x y z (Å)
K (-12.989, 4.429, -23.031)
B (-15.738, 5.418, -22.486)
H (-14.913, 5.200, -21.715)
H (-16.462, 6.244, -22.098)
H (-15.293, 5.698, -23.513)
H (-16.360, 4.455, -22.733)
B (-11.150, 6.523, -24.122)
H (-11.339, 6.089, -25.191)
H (-12.077, 7.174, -23.838)
H (-10.980, 5.722, -23.307)
H (-10.232, 7.241, -24.060)
C (-14.463, 1.466, -25.227)
O (-13.618, 2.574, -25.551)
C (-12.322, 2.136, -25.973)
C (-11.576, 1.352, -24.934)
O (-11.596, 1.949, -23.646)
C (-10.587, 1.471, -22.767)
H (-14.316, 0.700, -26.000)
H (-15.486, 1.822, -25.192)
H (-14.132, 1.029, -24.280)
H (-11.843, 3.086, -26.204)
H (-12.442, 1.464, -26.831)
H (-10.540, 1.108, -25.206)
H (-11.954, 0.327, -24.782)
H (-10.864, 0.435, -22.537)
H (-10.644, 2.066, -21.859)
H (-9.594, 1.540, -23.213)

Values from the calculation:
LUMO energy	2.2	eV
DFT total energy	-963.23230	Ha
2S+1	1
charge	-1

***

# 3
C28H42NO2SiTl as an isolated structure, computed with ωB97M-V/def2-TZVPD.

Element x y z (Å)
O (4.585, -2.449, -2.888)
C (5.400, -3.296, -2.013)
C (6.540, -3.467, -2.992)
H (4.883, -4.237, -1.789)
H (5.742, -2.801, -1.092)
C (5.669, -2.523, -3.869)
H (6.652, -4.495, -3.341)
H (7.482, -3.056, -2.618)
C (5.099, -3.105, -5.149)
H (4.535, -4.027, -4.952)
H (5.885, -3.237, -5.902)
H (4.371, -2.377, -5.536)
C (6.309, -1.164, -4.071)
H (6.638, -0.752, -3.107)
H (5.562, -0.495, -4.514)
H (7.157, -1.262, -4.759)
Tl (-0.587, 0.279, 0.928)
C (-0.038, 3.607, 1.507)
C (0.215, 2.926, 2.732)
C (1.324, 2.056, 2.535)
H (-0.314, 3.084, 3.670)
C (1.762, 2.207, 1.180)
C (0.907, 3.158, 0.548)
H (0.995, 3.514, -0.477)
H (-0.782, 4.386, 1.350)
H (1.797, 1.432, 3.294)
H (2.633, 1.734, 0.730)
C (-3.173, 1.927, -1.295)
C (-1.920, 2.535, -1.592)
C (-1.025, 1.511, -2.011)
H (-1.693, 3.595, -1.546)
C (-1.724, 0.266, -1.958)
C (-3.053, 0.525, -1.520)
H (-3.854, -0.205, -1.413)
H (-4.075, 2.448, -0.997)
H (-0.004, 1.651, -2.363)
H (-1.305, -0.698, -2.247)
O (1.298, -1.229, -1.368)
C (2.347, -0.276, -1.749)
C (3.675, -0.694, -1.113)
H (2.039, 0.731, -1.360)
H (2.369, -0.244, -2.851)
C (3.335, -2.097, -0.551)
H (3.903, 0.011, -0.284)
H (4.532, -0.743, -1.817)
C (1.871, -1.900, -0.189)
H (3.998, -2.440, 0.244)
H (3.316, -2.837, -1.357)
H (1.846, -1.264, 0.733)
H (1.303, -2.818, -0.005)
C (-3.256, 3.571, 3.703)
Si (-4.521, 2.325, 3.110)
C (-5.778, 2.017, 4.464)
C (-5.414, 2.993, 1.602)
N (-3.678, 0.867, 2.701)
C (-3.998, -0.384, 2.467)
C (-3.012, -1.424, 2.643)
C (-3.321, -2.756, 2.403)
C (-4.613, -3.122, 1.999)
C (-5.593, -2.143, 1.797)
C (-5.305, -0.799, 2.000)
H (-3.742, 4.457, 4.139)
H (-2.613, 3.897, 2.873)
H (-2.624, 3.103, 4.472)
H (-6.210, 2.983, 4.772)
H (-6.589, 1.357, 4.122)
H (-5.287, 1.546, 5.328)
H (-4.703, 3.488, 0.926)
H (-5.885, 2.160, 1.064)
H (-6.196, 3.715, 1.884)
H (-2.033, -1.100, 3.018)
H (-2.538, -3.498, 2.548)
H (-4.847, -4.177, 1.845)
H (-6.596, -2.436, 1.488)
H (-6.074, -0.034, 1.832)

Values from the calculation:
LUMO energy (spin up / spin down)	-1.7 / -2.0	eV
DFT total energy	-1759.13783	Ha
2S+1	1
charge	0

***

# 4
A 2-piece molecular cluster, NO4S overall, computed with ωB97M-V/def2-TZVPD.

Element x y z (Å)
N (1.726, 0.630, -1.501)
O (-1.296, 0.269, 2.280)
O (1.174, 0.140, -0.468)
O (1.048, 1.202, -2.372)
O (-1.856, -1.500, 0.701)
S (-0.796, -0.742, 1.359)

Values from the calculation:
LUMO energy (spin up / spin down)	2.8 / 2.8	eV
DFT total energy	-753.87453	Ha
2S+1	1
charge	-1

***

# 5
An isolated ion of composition C28H32N3O6S and charge -1, computed with ωB97M-V/def2-TZVPD.

Element x y z (Å)
C (5.297, -0.576, 3.607)
N (3.903, -0.645, 4.120)
C (3.734, -1.484, 5.305)
C (2.853, -0.439, 3.210)
C (2.980, -0.901, 1.875)
C (1.865, -0.887, 1.031)
C (0.685, -0.243, 1.407)
C (-0.585, -0.213, 0.594)
C (-0.828, -1.458, -0.083)
C (-1.549, -1.473, -1.328)
O (-1.704, -0.487, -2.082)
N (-2.203, -2.633, -1.766)
C (-2.890, -2.456, -3.043)
C (-1.858, -3.915, -1.350)
S (-2.448, -5.346, -1.984)
N (-0.952, -3.902, -0.304)
C (-0.630, -5.184, 0.329)
C (-0.828, -2.772, 0.562)
O (-0.749, -2.941, 1.784)
C (0.608, 0.325, 2.685)
C (1.619, 0.146, 3.644)
H (5.321, 0.173, 2.794)
H (5.943, -0.238, 4.449)
H (5.627, -1.561, 3.178)
H (2.679, -1.578, 5.602)
H (4.094, -2.510, 5.109)
H (4.298, -1.047, 6.143)
H (3.919, -1.330, 1.481)
H (1.915, -1.344, 0.042)
H (-1.531, 0.148, 1.160)
H (-3.460, -3.372, -3.236)
H (-3.533, -1.557, -3.035)
H (-2.155, -2.326, -3.857)
H (0.227, -5.030, 0.992)
H (-1.479, -5.588, 0.905)
H (-0.369, -5.911, -0.445)
H (-0.270, 0.933, 2.912)
H (1.490, 0.534, 4.670)
C (-3.944, 1.500, -3.978)
C (-3.762, 1.728, -2.500)
O (-2.349, 1.833, -2.226)
C (-2.119, 1.517, -0.934)
C (-0.664, 1.373, -0.449)
C (0.440, 1.167, -1.510)
O (1.518, 0.670, -1.192)
O (0.131, 1.505, -2.756)
C (1.035, 1.087, -3.818)
C (0.366, 1.583, -5.078)
C (-0.408, 2.503, 0.487)
C (0.924, 2.917, 0.663)
C (1.284, 3.784, 1.686)
C (0.310, 4.250, 2.586)
C (-1.032, 3.968, 2.341)
C (-1.415, 3.121, 1.287)
O (-3.041, 1.274, -0.153)
H (-5.026, 1.534, -4.204)
H (-3.419, 2.252, -4.605)
H (-3.542, 0.507, -4.256)
H (-4.249, 2.665, -2.161)
H (-4.151, 0.854, -1.935)
H (2.003, 1.581, -3.676)
H (1.147, -0.013, -3.827)
H (0.873, 1.198, -5.979)
H (-0.706, 1.313, -5.099)
H (0.406, 2.686, -5.114)
H (1.696, 2.543, -0.023)
H (2.337, 4.034, 1.795)
H (0.599, 4.857, 3.456)
H (-1.806, 4.361, 2.997)
H (-2.476, 2.939, 1.098)

Values from the calculation:
LUMO energy	2.8	eV
DFT total energy	-2100.11716	Ha
structure (SMILES)	CCOC(=O)C(C(=O)OCC)(c1ccccc1)[C@H](c1ccc(N(C)C)cc1)c1c([O-])n(C)c(=S)n(C)c1=O
2S+1	1
charge	-1

***

# 6
A 2-piece molecular cluster, C41H37BF3N3O3S overall, computed with ωB97M-V/def2-TZVPD.

Element x y z (Å)
C (-1.735, 5.970, 3.947)
N (-1.506, 4.546, 3.981)
C (-2.540, 3.667, 4.150)
O (-3.723, 3.970, 4.282)
C (-1.942, 2.261, 4.151)
C (-2.501, 1.320, 3.091)
C (-3.975, 1.078, 3.266)
C (-4.818, 1.228, 2.169)
C (-6.197, 1.166, 2.335)
C (-6.727, 0.921, 3.610)
C (-5.871, 0.678, 4.695)
C (-4.487, 0.747, 4.519)
N (-0.526, 2.512, 3.916)
C (0.312, 1.483, 3.707)
C (1.665, 1.675, 3.515)
C (2.537, 0.667, 3.139)
C (3.954, 0.912, 3.150)
C (4.846, -0.144, 3.439)
C (6.179, 0.086, 3.750)
C (6.680, 1.397, 3.711)
C (8.075, 1.695, 3.851)
N (9.202, 2.019, 3.900)
C (5.818, 2.463, 3.406)
C (4.496, 2.222, 3.050)
C (-0.185, 3.955, 3.811)
C (0.398, 4.313, 2.425)
C (0.750, 4.434, 4.944)
H (-2.801, 6.164, 4.097)
H (-1.155, 6.472, 4.731)
H (-1.420, 6.380, 2.980)
H (-2.069, 1.816, 5.157)
H (-2.294, 1.743, 2.098)
H (-1.960, 0.360, 3.112)
H (-4.370, 1.418, 1.196)
H (-6.841, 1.311, 1.465)
H (-7.812, 0.912, 3.760)
H (-6.266, 0.445, 5.685)
H (-3.794, 0.590, 5.349)
H (-0.114, 0.472, 3.742)
H (2.059, 2.674, 3.702)
H (2.148, -0.341, 2.972)
H (4.411, -1.142, 3.464)
H (6.827, -0.743, 4.039)
H (6.205, 3.483, 3.465)
H (3.847, 3.042, 2.729)
H (-0.328, 4.069, 1.635)
H (0.639, 5.384, 2.370)
H (1.319, 3.758, 2.217)
H (0.178, 4.518, 5.878)
H (1.581, 3.746, 5.120)
H (1.169, 5.421, 4.695)
C (2.846, -7.985, -0.443)
C (2.296, -6.981, 0.495)
C (1.235, -7.096, 1.369)
C (0.976, -5.881, 2.102)
C (1.848, -4.871, 1.770)
B (2.001, -3.428, 2.493)
C (0.862, -2.477, 1.770)
C (1.152, -1.797, 0.595)
C (0.140, -1.097, -0.071)
C (-1.141, -1.085, 0.458)
C (-2.173, -0.247, -0.229)
F (-3.429, -0.440, 0.273)
F (-1.902, 1.104, -0.095)
F (-2.234, -0.496, -1.567)
C (-1.450, -1.796, 1.615)
C (-0.425, -2.483, 2.280)
O (1.688, -3.689, 3.919)
C (2.897, -3.807, 4.493)
C (3.944, -3.455, 3.596)
C (5.247, -3.259, 4.069)
C (5.459, -3.297, 5.448)
C (4.425, -3.657, 6.328)
C (3.159, -3.997, 5.850)
O (3.439, -3.028, 2.402)
S (3.008, -5.397, 0.599)
H (2.306, -8.933, -0.331)
H (2.740, -7.628, -1.480)
H (3.919, -8.144, -0.249)
H (0.680, -8.023, 1.483)
H (0.179, -5.821, 2.834)
H (2.156, -1.824, 0.169)
H (0.347, -0.560, -0.996)
H (-2.469, -1.817, 1.989)
H (-0.674, -3.047, 3.181)
H (6.020, -3.011, 3.348)
H (6.448, -3.041, 5.845)
H (4.617, -3.678, 7.408)
H (2.352, -4.376, 6.472)

Values from the calculation:
LUMO energy	-2.8	eV
DFT total energy	-2697.22052	Ha
2S+1	1
charge	0

***

- Which value of charge does entry 5 give?
  -1

***

- Among the records above, which one has the highest DFT total energy?
  C4H3O4

***

What did the fifth record say?
An isolated ion of composition C28H32N3O6S and charge -1, computed with ωB97M-V/def2-TZVPD.

Element x y z (Å)
C (5.297, -0.576, 3.607)
N (3.903, -0.645, 4.120)
C (3.734, -1.484, 5.305)
C (2.853, -0.439, 3.210)
C (2.980, -0.901, 1.875)
C (1.865, -0.887, 1.031)
C (0.685, -0.243, 1.407)
C (-0.585, -0.213, 0.594)
C (-0.828, -1.458, -0.083)
C (-1.549, -1.473, -1.328)
O (-1.704, -0.487, -2.082)
N (-2.203, -2.633, -1.766)
C (-2.890, -2.456, -3.043)
C (-1.858, -3.915, -1.350)
S (-2.448, -5.346, -1.984)
N (-0.952, -3.902, -0.304)
C (-0.630, -5.184, 0.329)
C (-0.828, -2.772, 0.562)
O (-0.749, -2.941, 1.784)
C (0.608, 0.325, 2.685)
C (1.619, 0.146, 3.644)
H (5.321, 0.173, 2.794)
H (5.943, -0.238, 4.449)
H (5.627, -1.561, 3.178)
H (2.679, -1.578, 5.602)
H (4.094, -2.510, 5.109)
H (4.298, -1.047, 6.143)
H (3.919, -1.330, 1.481)
H (1.915, -1.344, 0.042)
H (-1.531, 0.148, 1.160)
H (-3.460, -3.372, -3.236)
H (-3.533, -1.557, -3.035)
H (-2.155, -2.326, -3.857)
H (0.227, -5.030, 0.992)
H (-1.479, -5.588, 0.905)
H (-0.369, -5.911, -0.445)
H (-0.270, 0.933, 2.912)
H (1.490, 0.534, 4.670)
C (-3.944, 1.500, -3.978)
C (-3.762, 1.728, -2.500)
O (-2.349, 1.833, -2.226)
C (-2.119, 1.517, -0.934)
C (-0.664, 1.373, -0.449)
C (0.440, 1.167, -1.510)
O (1.518, 0.670, -1.192)
O (0.131, 1.505, -2.756)
C (1.035, 1.087, -3.818)
C (0.366, 1.583, -5.078)
C (-0.408, 2.503, 0.487)
C (0.924, 2.917, 0.663)
C (1.284, 3.784, 1.686)
C (0.310, 4.250, 2.586)
C (-1.032, 3.968, 2.341)
C (-1.415, 3.121, 1.287)
O (-3.041, 1.274, -0.153)
H (-5.026, 1.534, -4.204)
H (-3.419, 2.252, -4.605)
H (-3.542, 0.507, -4.256)
H (-4.249, 2.665, -2.161)
H (-4.151, 0.854, -1.935)
H (2.003, 1.581, -3.676)
H (1.147, -0.013, -3.827)
H (0.873, 1.198, -5.979)
H (-0.706, 1.313, -5.099)
H (0.406, 2.686, -5.114)
H (1.696, 2.543, -0.023)
H (2.337, 4.034, 1.795)
H (0.599, 4.857, 3.456)
H (-1.806, 4.361, 2.997)
H (-2.476, 2.939, 1.098)

Values from the calculation:
LUMO energy	2.8	eV
DFT total energy	-2100.11716	Ha
structure (SMILES)	CCOC(=O)C(C(=O)OCC)(c1ccccc1)[C@H](c1ccc(N(C)C)cc1)c1c([O-])n(C)c(=S)n(C)c1=O
2S+1	1
charge	-1